# 1
Computed, not measured: a structure of composition C21H62GaO11S10, with ωB97M-V with the def2-TZVPD basis set.

electronic energy: -206027.544 eV
max |F|: 0.013 Eh/bohr
net charge: -1

Geometry (Å):
Ga 4.333 1.664 -0.939
S 5.047 1.315 -8.892
S 2.954 3.064 -2.218
S 0.208 5.901 -1.517
S 2.064 -1.670 3.622
S -2.080 -1.061 6.993
S -3.325 -0.587 -3.641
S -1.086 -3.836 0.847
S -3.890 -4.340 5.758
S 7.617 0.864 -4.313
S -5.086 3.371 5.196
O 3.064 -1.241 -2.497
O 5.492 1.066 -7.501
O 8.121 0.623 -2.938
O -4.057 2.389 5.626
O -0.659 -0.981 7.449
O -1.206 6.235 -1.864
O -1.962 -3.084 1.790
O -2.044 -0.584 -4.383
O 1.887 -0.032 -0.994
O -4.575 -3.052 6.043
O 3.241 -1.153 2.888
C -5.161 -5.608 5.862
C -6.187 3.595 6.597
C 3.695 0.172 -9.197
C 6.306 -0.300 -4.643
C 0.641 -1.255 2.609
C 2.038 -0.690 -2.138
C 8.876 0.129 -5.376
C 3.056 0.272 -0.167
C 0.167 4.928 -0.013
C 0.893 7.385 -0.768
C -1.305 -5.569 1.267
C -4.632 -0.339 -4.854
C 6.239 0.497 -9.963
C -6.251 2.464 4.174
C -3.463 1.031 -2.874
C -2.933 0.340 7.709
C 1.659 -0.542 4.954
C 0.734 -0.706 -2.905
C -3.678 -4.419 3.976
C -2.122 -0.446 5.307
C -1.972 -3.893 -0.713
H 5.015 2.435 0.297
H -1.451 -4.556 -1.403
H -3.299 1.798 -3.630
H -7.099 3.104 3.933
H -2.685 1.091 -2.116
H -0.449 5.438 0.728
H 2.594 0.675 0.744
H -4.634 -4.212 3.494
H -2.990 -4.233 -0.529
H -1.624 0.522 5.265
H -0.805 -6.192 0.525
H 4.011 -0.833 -8.920
H -3.929 0.402 7.276
H -2.376 1.250 7.493
H 0.926 -0.894 -3.964
H 2.428 -0.627 5.718
H -5.465 -5.675 6.904
H 2.866 0.485 -8.567
H 0.218 7.741 0.010
H 0.214 0.248 -2.780
H -6.572 1.570 4.708
H -3.307 -5.408 3.701
H -5.727 2.185 3.262
H -4.749 -6.563 5.534
H 9.788 0.705 -5.237
H 0.657 -0.188 2.387
H -0.846 -5.722 2.242
H 1.878 7.156 -0.361
H 5.432 1.031 -1.880
H 7.178 1.037 -9.868
H 5.465 -0.014 -4.011
H -1.602 -1.169 4.682
H -4.388 0.530 -5.464
H 0.703 -0.833 5.386
H -6.516 2.618 6.952
H 1.622 0.480 4.574
H -0.275 -1.539 3.125
H 0.095 -1.510 -2.513
H -2.372 -5.790 1.310
H 6.036 -0.232 -5.696
H 0.984 8.129 -1.556
H 6.365 -0.534 -9.633
H -4.444 1.136 -2.411
H -0.263 3.963 -0.273
H -5.585 -0.204 -4.343
H -2.948 -3.662 3.691
H 0.731 -1.818 1.681
H 3.733 3.204 -3.290
H 3.559 -0.660 0.125
H -2.994 0.176 8.784
H 3.406 0.220 -10.247
H 5.891 0.538 -10.996
H -1.977 -2.881 -1.114
H -3.159 -0.358 4.989
H 9.035 -0.906 -5.071
H -5.620 4.103 7.374
H 6.638 -1.304 -4.372
H -6.008 -5.315 5.242
H 1.187 4.780 0.340
H -4.667 -1.232 -5.475
H -7.037 4.209 6.298
H 8.549 0.184 -6.416

Here are the Mulliken charges for atoms 1 to 6, given in e: number 1, Ga, carries 0.270; number 2, S, carries 0.389; number 3, S, carries -0.527; number 4, S, carries 0.634; number 5, S, carries 0.355; number 6, S, carries 0.557


# 2
Computed, not measured: a structure of composition C30H39Cl6F5O24, with ωB97M-V with the def2-TZVPD basis set.

electronic energy: -169599.531 eV
max |F|: 0.172 Eh/bohr
relative energy (zero: lowest compared OMol25 entry of this formula, charge and spin): 40.3 kcal/mol

Geometry (Å):
Cl -5.608 2.309 -2.734
Cl -0.153 -1.364 7.077
Cl 2.505 -1.752 7.617
Cl 4.397 -6.313 2.967
Cl -6.951 4.421 -1.148
Cl 1.971 -4.993 2.244
F -3.543 7.130 3.035
F -2.457 -6.721 2.424
F -1.913 -3.174 -3.953
F 6.292 -0.844 -1.491
F -6.600 0.087 6.415
O -7.505 -1.402 2.632
O 8.132 0.809 -3.747
O -1.846 -7.365 5.165
O 5.020 5.422 -0.637
O -4.094 -3.908 -3.792
O -6.212 -4.579 -4.458
O 4.409 3.424 0.112
O -2.997 -9.398 5.332
O -2.725 4.288 5.444
O 0.929 1.596 -8.278
O -0.347 -0.340 1.943
O -2.077 -1.672 2.593
O -2.262 4.374 3.104
O -0.448 0.849 -6.858
O 2.873 4.739 -1.032
O 6.163 -0.242 -3.649
O -1.033 0.793 -8.908
O -6.424 0.437 3.355
O 6.788 1.005 -5.525
O -4.254 -5.174 -5.568
O -3.619 -7.792 4.034
O -2.143 6.132 4.454
O -6.429 -1.359 4.545
O -2.072 -0.450 0.672
C 6.994 -0.814 -2.608
C -2.252 6.674 3.192
C 6.166 4.863 -0.030
C 0.660 1.382 -6.102
C 1.742 1.737 -7.130
C -4.974 -4.576 -4.628
C 6.778 6.024 0.905
C -6.781 -0.807 3.406
C 2.173 3.253 -7.071
C -2.841 -8.293 4.868
C -5.832 -0.390 5.403
C -3.136 -6.589 3.612
C 2.701 -6.584 2.357
C 1.199 -0.379 0.057
C -2.412 4.895 4.428
C 8.156 0.121 -2.487
C -1.562 -0.843 1.837
C 6.985 0.553 -4.411
C 1.251 -2.308 6.512
C 4.031 4.568 -0.604
C -1.872 5.459 2.241
C -2.905 -4.589 -5.651
C -1.361 0.520 -0.045
C -5.665 0.749 4.512
C -6.746 2.684 -1.424
C -0.238 1.016 -8.042
C -2.771 -4.232 -4.224
C -2.242 -6.110 4.688
C -0.068 0.295 0.698
C 5.647 3.706 0.743
H 1.382 -1.962 5.487
H -1.503 -5.341 4.459
H 6.088 6.542 1.572
H 1.419 0.029 -0.929
H 0.623 2.378 -5.659
H 2.545 1.007 -7.239
H -4.605 0.879 4.294
H 8.113 0.761 -1.606
H -6.342 2.237 -0.516
H 1.099 0.646 -5.428
H -2.929 -3.636 -6.178
H -2.111 -5.193 -6.091
H -6.148 1.676 4.821
H -3.013 -5.820 5.401
H -3.983 -5.931 3.416
H 1.317 3.923 -7.000
H 7.543 5.510 1.486
H -2.484 5.533 1.341
H 7.246 6.805 0.305
H 6.169 2.770 0.544
H 2.108 -0.186 0.628
H 2.814 3.517 -7.913
H 7.313 -1.845 -2.763
H -0.809 5.367 2.020
H 2.115 -7.007 3.173
H -1.827 1.497 0.079
H -1.479 0.165 -1.069
H 2.683 -7.071 1.382
H -7.689 2.205 -1.688
H 0.917 -3.345 6.511
H 5.540 3.823 1.821
H -4.814 -0.515 5.772
H 2.846 3.385 -6.224
H -2.438 -5.090 -3.640
H 0.353 1.202 1.131
H 1.139 -1.461 -0.055
H 8.987 -0.556 -2.291
H 6.872 4.569 -0.807
H -1.645 7.571 3.065

Here are the Mulliken charges for atoms 1 to 6, given in e: number 1, Cl, carries -0.144; number 2, Cl, carries -0.160; number 3, Cl, carries -0.145; number 4, Cl, carries -0.162; number 5, Cl, carries -0.152; number 6, Cl, carries -0.111